A structure of composition C30H37BF3N7OS8Ti in a non-equilibrium geometry. Source: the Open Molecules 2025 dataset; level of theory: ωB97M-V/def2-TZVPD.

HOMO energy (alpha / beta): 0.0126 / -0.0396 Ha
Total energy: -162823.9347 eV
Net charge: -2
Molecular weight: 883.883 g mol⁻¹
Spin multiplicity: 3

Atoms and positions in Å:
Ti  -0.5944  -0.4986  0.3733
C  -1.3320  1.6949  -4.1720
C  -1.6301  0.2547  -4.5797
C  -2.9076  -0.2523  -3.9087
C  -1.8078  0.2209  -6.1104
N  -0.5280  -0.6447  -4.2294
C  -0.3888  -1.8607  -4.8630
C  0.7099  -2.4624  -4.3747
N  1.2627  -1.6492  -3.4279
B  2.5060  -2.1444  -2.6766
N  2.1072  -3.2313  -1.6628
C  3.0231  -4.1648  -1.2695
C  2.4748  -4.9161  -0.2977
N  1.1970  -4.4575  -0.0773
C  0.9909  -3.3985  -0.9128
S  -0.4590  -2.5676  -1.1635
C  0.3953  -5.0444  1.0004
C  0.2192  -6.5395  0.6918
C  1.1570  -4.8274  2.3110
C  -0.9863  -4.4226  1.1375
N  3.2761  -0.9874  -2.0325
C  3.8944  -0.0431  -2.8060
C  4.3537  0.9397  -2.0066
N  4.0257  0.6125  -0.7110
C  3.3515  -0.5796  -0.7462
S  2.8557  -1.4543  0.5842
C  4.2371  1.4289  0.4797
C  5.1300  0.6591  1.4577
C  4.9425  2.7311  0.0992
C  2.8813  1.7548  1.1097
C  0.4650  -0.5604  -3.2855
S  0.7275  0.6294  -2.1329
H  -2.0744  2.3549  -4.6121
H  -0.3457  1.9956  -4.5194
H  -1.3796  1.8080  -3.0929
H  -3.7440  0.3974  -4.1512
H  -2.7859  -0.2573  -2.8282
H  -3.1374  -1.2659  -4.2359
H  -2.4810  1.0189  -6.4101
H  -2.2433  -0.7169  -6.4445
H  -0.8512  0.3699  -6.6066
H  -1.0853  -2.2235  -5.5863
H  1.1428  -3.4145  -4.6083
H  3.2373  -2.6547  -3.4900
H  3.9947  -4.2124  -1.7170
H  2.8979  -5.7281  0.2550
H  1.1650  -7.0762  0.6968
H  -0.2460  -6.6623  -0.2842
H  -0.4301  -6.9846  1.4414
H  2.1272  -5.3172  2.3080
H  0.5803  -5.2059  3.1500
H  1.3103  -3.7586  2.4580
H  -1.5908  -4.5756  0.2475
H  -0.9056  -3.3520  1.3200
H  -1.4933  -4.8691  1.9895
H  3.9426  -0.1447  -3.8711
H  4.8821  1.8299  -2.2702
H  6.0923  0.4434  0.9954
H  4.6495  -0.2772  1.7262
H  5.2919  1.2434  2.3591
H  5.9133  2.5314  -0.3510
H  5.1024  3.3194  0.9990
H  4.3354  3.3183  -0.5849
H  2.4024  0.8441  1.4654
H  2.2226  2.2202  0.3771
H  3.0036  2.4290  1.9543
O  -2.9389  -2.2059  6.6486
C  -2.5281  -1.9830  5.5299
S  -0.8195  -1.8215  5.1248
C  -1.0042  -1.5566  3.3852
C  -2.2721  -1.5135  2.9170
S  -2.7369  -1.3323  1.2746
S  -3.5554  -1.7573  4.1153
S  0.4341  -1.4132  2.4348
F  -4.2192  4.0568  0.6553
C  -2.9625  4.0715  0.1265
F  -2.6225  5.3954  0.1796
F  -3.1277  3.8317  -1.1776
C  -1.9962  3.2321  0.8750
C  -1.4705  3.7787  2.0655
C  -0.5978  2.9999  2.8187
C  -0.2471  1.7458  2.3741
N  -0.7232  1.2144  1.2186
C  -1.6401  1.9355  0.5007
S  -2.2862  1.0674  -0.8090
H  -1.7549  4.7726  2.3793
H  -0.1955  3.3693  3.7522
H  0.4202  1.1169  2.9552

=====

A structure of composition C30H37Br5N6O2P2STi. Source: the Open Molecules 2025 dataset; level of theory: ωB97M-V/def2-TZVPD.

HOMO energy (alpha / beta): -0.3611 / -0.3612 Ha
Total energy: -447485.5181 eV
Net charge: +1
Molecular weight: 1055.068 g mol⁻¹
Spin multiplicity: 2

Atoms and positions in Å:
Ti  -0.2825  -0.7516  -1.1252
C  -0.9504  2.8622  -0.6296
P  -1.3868  1.3410  0.2949
C  -0.3969  1.4242  1.8703
N  -1.0351  1.7637  2.9554
C  -0.3761  1.6866  4.1485
C  -1.0430  2.0567  5.3370
C  -0.3940  1.9457  6.5344
C  0.9323  1.4587  6.5903
C  1.5942  1.0960  5.4522
C  0.9459  1.2131  4.2048
N  1.6141  0.8867  3.0641
C  0.9936  1.0128  1.9273
P  1.8087  0.5989  0.3366
C  2.2502  2.2362  -0.3525
C  3.4545  -0.1952  0.6696
C  4.1033  -0.3771  -0.7118
C  4.3834  0.6500  1.5463
C  3.2631  -1.5749  1.2937
C  -3.1679  1.6351  0.7592
C  -3.4046  3.0524  1.2872
C  -3.6779  0.6081  1.7738
C  -3.9610  1.4452  -0.5438
H  -0.6853  3.6994  0.0152
H  -1.8196  3.1551  -1.2193
H  -0.1487  2.6454  -1.3318
H  -2.0578  2.4218  5.2554
H  -0.8913  2.2311  7.4506
H  1.4251  1.3808  7.5497
H  2.6122  0.7321  5.4732
H  3.2845  2.4874  -0.1275
H  1.6227  3.0138  0.0751
H  2.1080  2.2097  -1.4325
H  4.2921  0.5755  -1.2064
H  3.5041  -1.0015  -1.3748
H  5.0686  -0.8684  -0.5762
H  4.6168  1.6082  1.0841
H  5.3298  0.1163  1.6541
H  3.9722  0.8270  2.5359
H  2.6920  -2.2283  0.6310
H  2.8028  -1.5181  2.2844
H  4.2424  -2.0379  1.4275
H  -2.8826  3.2222  2.2256
H  -4.4745  3.1774  1.4649
H  -3.1078  3.8183  0.5722
H  -3.0797  0.5868  2.6806
H  -4.6951  0.8914  2.0514
H  -3.7192  -0.3896  1.3403
H  -3.7649  2.2313  -1.2739
H  -5.0267  1.4801  -0.3116
H  -3.7603  0.4734  -1.0001
N  0.1023  -2.1438  0.8434
N  -0.8969  -2.6409  1.6896
C  -2.1542  -2.7670  1.2156
N  -3.0297  -3.3936  2.0089
S  -2.5934  -2.1706  -0.2788
H  0.5809  -2.8967  0.3479
H  0.7879  -1.6768  1.4257
H  -0.5944  -3.2452  2.4400
H  -2.7860  -3.7381  2.9229
H  -3.9795  -3.4895  1.6959
Br  3.3057  -0.2168  -6.9336
C  2.6356  -0.8064  -5.2808
C  2.9576  -2.0742  -4.7997
Br  4.0726  -3.2230  -5.7840
C  2.4475  -2.5011  -3.5684
Br  2.8249  -4.1914  -2.8357
C  1.6280  -1.6570  -2.8402
O  1.1029  -1.9923  -1.6485
C  1.3091  -0.3703  -3.3078
O  0.5411  0.3824  -2.5223
C  1.8092  0.0441  -4.5349
Br  1.3313  1.7700  -5.1106
Br  -3.2926  -2.2294  -7.0468
C  -2.6100  -1.8607  -5.3384
C  -2.7361  -0.5861  -4.7974
C  -2.1969  -0.3578  -3.5469
N  -1.5797  -1.3068  -2.8378
C  -1.4730  -2.5346  -3.3618
C  -1.9701  -2.8556  -4.6094
H  -3.2221  0.2130  -5.3358
H  -2.2402  0.6325  -3.1094
H  -0.9611  -3.2770  -2.7607
H  -1.8477  -3.8544  -5.0000

=====

A structure of composition C30H37BrFeN7OSSi2 in a non-equilibrium geometry. Source: the Open Molecules 2025 dataset; level of theory: ωB97M-V/def2-TZVPD.

HOMO energy: -0.1631 Ha
Energy above the lowest of the compared OMol25 structures with the same formula, charge and spin: 20.4 kcal/mol
Total energy: -175212.9380 eV
Net charge: -1
Molecular weight: 735.662 g mol⁻¹

Atoms and positions in Å:
Fe  -0.6314  -0.2816  0.4760
C  -3.4317  2.7553  -0.3445
C  -2.2499  1.8959  -0.0382
N  -2.2695  0.5973  0.0728
N  -3.4368  -0.0598  -0.1910
C  -3.3171  -1.3653  -0.0166
N  -4.4688  -2.0787  -0.2658
S  -1.9055  -2.2083  0.4335
C  -0.9176  2.4653  0.1714
C  -0.6615  3.8320  0.2645
C  0.6419  4.2586  0.4414
C  1.6609  3.3136  0.4948
C  1.3262  1.9706  0.4220
N  0.0743  1.5511  0.2893
H  -4.2750  2.1257  -0.6117
H  -3.2173  3.4442  -1.1642
H  -3.7104  3.3506  0.5283
H  -5.3171  -1.5386  -0.1892
H  -4.4971  -2.9851  0.1723
H  -1.4815  4.5345  0.2174
H  0.8631  5.3132  0.5447
H  2.6947  3.6050  0.6111
H  2.0741  1.1938  0.4912
Br  2.5736  3.5368  -6.9787
C  2.7104  1.7278  -6.4148
C  3.0865  1.4425  -5.1124
C  3.2038  0.1264  -4.7041
C  2.9737  -0.9238  -5.6006
C  2.6096  -0.6033  -6.9108
C  2.4613  0.7083  -7.3194
N  3.1884  -2.2979  -5.3612
N  3.2791  -2.8142  -4.2108
C  2.5928  -2.4034  -3.0839
C  3.2250  -2.7618  -1.8845
C  2.7854  -2.3877  -0.6334
C  1.6052  -1.6234  -0.5090
O  1.1161  -1.2089  0.5889
C  0.8804  -1.3170  -1.7365
N  -0.2685  -0.6313  -1.5307
C  -1.0471  -0.3838  -2.5619
C  -0.7488  -0.8585  -3.8447
C  0.4204  -1.5364  -4.0671
C  1.3200  -1.7436  -3.0001
H  3.2680  2.2450  -4.4107
H  3.4967  -0.0822  -3.6846
H  2.4394  -1.4172  -7.6034
H  2.1585  0.9386  -8.3310
H  4.1439  -3.3265  -1.9876
H  3.3202  -2.6688  0.2635
H  -1.9522  0.1759  -2.3653
H  -1.4501  -0.6893  -4.6501
H  0.6357  -1.9319  -5.0496
C  2.6064  -0.1162  2.8854
Si  0.8804  -0.7529  3.3672
C  0.7553  -2.6307  3.2989
C  1.0128  -0.4204  5.2531
C  -0.5746  0.1120  2.6138
Si  -2.0995  -0.0491  3.6535
C  -1.9207  0.7735  5.3699
C  -2.6774  -1.8066  4.0398
C  -3.6006  0.9318  3.0361
H  3.3356  -0.5348  3.5820
H  2.6367  0.9711  3.0000
H  2.9223  -0.3618  1.8755
H  1.6909  -3.0987  3.6130
H  0.5088  -2.9931  2.3032
H  -0.0289  -2.9610  3.9816
H  2.0228  -0.6412  5.6053
H  0.3255  -1.0392  5.8348
H  0.8011  0.6233  5.4936
H  -0.3665  1.1929  2.6997
H  -1.3814  0.1547  6.0893
H  -2.9078  0.9819  5.7880
H  -1.3868  1.7239  5.2937
H  -2.1634  -2.1866  4.9253
H  -2.4846  -2.4915  3.2173
H  -3.7499  -1.8155  4.2489
H  -3.3159  1.9711  2.8520
H  -4.3520  0.9332  3.8299
H  -4.0632  0.5502  2.1342